Entry 1:
The following is a quantum chemistry calculation of a cluster of 8 separate species, C26H69F2N4O18S2 in total at a distorted geometry, from OMol25.

The geometry in XYZ format:
```
121
Properties=species:S:1:pos:R:3:forces:R:3:mulliken_charge:R:1
N 3.065908 -4.158230 0.691810 -0.89 7.11 -0.42 -0.21
S 2.800478 -5.177760 1.715710 -1.65 -6.90 6.20 1.03
O 1.415578 -5.714600 1.615690 3.26 0.16 0.65 -0.60
O 3.419378 -5.036850 3.073800 -2.23 0.35 -2.28 -0.62
F 3.822758 -6.190660 1.177420 0.64 -2.29 -1.44 -0.25
S 2.225398 -2.939940 1.707920 -3.03 4.74 -2.93 1.08
O 2.998778 -2.245820 2.711790 -0.56 -1.46 -0.82 -0.53
O 0.745238 -3.063000 1.822570 3.77 -0.59 0.56 -0.56
F 2.184068 -1.768180 0.522250 0.76 -1.10 0.47 -0.32
C 1.467498 -4.546330 11.633450 -0.66 -0.45 1.28 -0.70
O 0.147648 -5.181680 11.763490 1.08 0.37 -1.45 -0.42
C -0.051722 -6.099630 10.660180 0.47 0.07 -0.78 -0.55
C -0.250412 -5.338250 9.256200 -0.54 0.06 1.60 -0.64
N -1.264212 -4.300120 9.551140 1.81 -0.49 -0.10 -0.44
C -1.102532 -3.204590 8.603750 -2.05 0.57 1.58 -0.63
C -1.945972 -2.039640 9.159550 0.92 0.12 -1.61 -0.64
O -1.232132 -1.374290 10.200590 -0.24 -2.33 0.44 -0.28
C -1.882982 -0.414020 10.953560 -0.90 1.22 -0.11 -0.85
H 1.554918 -3.718120 10.930210 -0.55 0.00 -0.09 0.24
H 2.279008 -5.241780 11.419210 -0.28 -0.49 -0.32 0.34
H 1.687828 -4.206150 12.645290 -0.11 0.38 -0.10 0.27
H -0.890232 -6.766450 10.861070 -0.41 0.59 0.20 0.29
H 0.806548 -6.763230 10.765510 0.27 -0.11 -0.95 0.42
H -0.639072 -5.880940 8.394510 0.24 -0.83 0.36 0.43
H 0.657318 -4.842370 8.912370 0.47 -0.23 0.19 0.32
H -0.988562 -4.024710 10.482950 -0.31 0.71 0.27 0.36
H -1.533582 -3.622770 7.694130 0.11 0.71 -0.42 0.40
H -0.161102 -2.686230 8.421770 0.85 -0.89 0.06 0.37
H -2.935692 -2.422200 9.408910 -0.10 0.48 0.27 0.39
H -1.886202 -1.354780 8.313680 -1.13 0.44 -0.14 0.40
H -2.965772 -0.289640 10.939820 -0.59 -0.38 -1.78 0.33
H -1.432722 0.496110 10.557300 -0.24 0.68 1.14 0.28
H -1.970142 -0.562480 12.029880 1.88 -0.17 0.44 0.30
C -3.884432 4.413230 -2.144880 1.19 0.72 -0.21 -0.75
O -4.570692 4.471120 -3.338550 -2.68 0.71 -1.44 -0.27
C -5.075842 5.814350 -3.647980 0.28 -0.13 1.04 -0.73
C -6.288192 5.843750 -4.633150 2.01 -1.61 -0.05 -0.69
N -5.765222 5.406660 -5.943560 -0.66 1.99 -0.19 -0.40
C -6.789972 5.652600 -6.979590 0.25 -2.90 -0.04 -0.50
C -6.419802 4.939270 -8.332510 -0.04 1.65 0.75 -0.69
O -6.733622 3.561900 -8.286230 1.10 0.27 -0.45 -0.32
C -7.932732 3.207370 -8.907090 -0.93 0.58 0.30 -0.68
H -4.429522 4.814410 -1.290460 -0.44 -0.62 0.25 0.31
H -3.043442 5.100450 -2.237390 0.66 0.06 0.20 0.28
H -3.483792 3.401640 -2.079500 -0.26 0.09 0.57 0.25
H -4.146662 6.333620 -3.882700 -0.29 0.47 -1.25 0.38
H -5.340952 6.356850 -2.740510 -0.53 -0.44 0.59 0.43
H -6.877552 6.759180 -4.685480 0.71 0.39 0.03 0.47
H -7.007902 5.086200 -4.322930 -0.20 -0.11 0.60 0.34
H -5.543952 4.430240 -5.810400 -0.08 -0.23 -0.59 0.29
H -7.184532 6.668650 -6.986430 0.81 0.23 -0.33 0.44
H -7.651882 5.045630 -6.702460 -0.76 0.03 0.19 0.28
H -5.366242 5.091280 -8.567040 0.20 -0.38 0.28 0.39
H -6.935792 5.481470 -9.124890 -0.40 -0.31 -0.27 0.36
H -8.718082 3.322390 -8.160020 -0.44 -0.53 0.01 0.28
H -7.906952 2.205600 -9.335920 0.20 -0.02 0.33 0.23
H -8.229362 3.902310 -9.692680 0.31 0.10 -0.35 0.31
C 1.501898 1.467300 -7.524280 -0.41 -0.98 0.72 -0.76
O 0.687698 1.637970 -6.345010 1.50 1.60 -0.96 -0.40
C 0.733118 2.983570 -5.788870 -0.67 -1.28 1.43 -0.62
C 2.079178 3.645290 -5.281250 -1.24 0.64 -0.63 -0.33
N 2.022758 4.031850 -3.858400 -0.57 -0.33 0.00 -0.43
C 3.121858 4.831300 -3.311280 0.44 -0.59 -0.54 -0.79
C 3.250908 6.335770 -3.728850 0.08 -1.50 0.61 -0.45
O 1.951808 6.844980 -3.867130 -0.79 0.84 -0.32 -0.33
C 1.375598 7.757760 -2.927470 0.14 -0.02 -0.71 -0.75
H 2.542688 1.254970 -7.279810 0.18 0.24 0.25 0.28
H 1.480018 2.267190 -8.264420 -0.37 0.28 0.17 0.32
H 1.128838 0.541500 -7.962260 -0.05 0.12 -0.27 0.29
H 0.075568 2.789740 -4.941440 0.27 0.39 0.56 0.27
H 0.119398 3.665540 -6.377410 0.47 0.12 -0.69 0.43
H 2.045438 4.616260 -5.775380 0.83 -0.09 -0.97 0.30
H 2.933598 3.033080 -5.569820 0.11 0.17 0.27 0.34
H 1.216018 4.639460 -3.850040 -0.38 0.01 0.49 0.29
H 4.009118 4.277540 -3.618270 0.44 0.23 0.22 0.42
H 3.050598 4.744520 -2.227080 -0.03 0.16 0.05 0.35
H 3.834408 6.415260 -4.646080 -0.53 0.14 -0.49 0.32
H 3.892408 6.826680 -2.997010 -0.34 0.33 0.41 0.39
H 0.894898 7.271930 -2.078360 0.68 -0.20 0.41 0.29
H 0.530258 8.262570 -3.395100 0.10 -0.11 -0.56 0.25
H 2.080978 8.555630 -2.695200 0.12 -0.19 0.54 0.32
C 5.133508 4.917070 5.188180 3.56 -0.82 0.32 -0.47
C 4.956448 6.352320 5.635470 -1.13 -0.76 -1.11 -0.29
O 3.686518 6.376400 6.213450 -0.83 0.29 1.30 -0.53
O 4.115408 4.457420 4.385180 -1.79 0.69 -0.79 -0.57
H 5.311808 4.227180 6.013030 -0.44 0.19 0.68 0.34
H 6.095618 4.848530 4.680500 0.28 0.17 -0.52 0.35
H 4.822998 6.971520 4.748400 0.99 0.31 -0.28 0.22
H 5.734338 6.707500 6.311360 -0.04 -0.12 -0.09 0.30
H 3.275228 5.645200 5.746790 -0.96 0.01 0.18 0.32
H 4.205068 3.559470 4.057700 0.35 0.01 0.32 0.32
C -6.215662 -2.104600 -3.059330 -0.49 1.27 -2.09 -0.28
C -5.808692 -0.993470 -2.128440 -1.52 -1.39 1.53 -0.47
O -6.069632 -1.581390 -0.822960 1.89 0.47 -0.20 -0.52
O -5.443612 -3.292770 -2.922230 -0.14 0.50 0.46 -0.51
H -5.988872 -1.668480 -4.032190 -0.23 -0.17 -0.70 0.30
H -7.280832 -2.335510 -3.045730 -0.08 0.08 0.40 0.31
H -6.435992 -0.112690 -1.991240 -0.06 0.08 -1.44 0.29
H -4.798332 -0.736060 -2.446250 0.43 0.19 0.99 0.25
H -5.376732 -2.245590 -0.841280 -0.09 -0.69 0.94 0.33
H -5.879112 -3.895620 -3.529280 0.30 -0.34 0.10 0.31
C 8.217638 -1.826860 -1.761240 -0.34 -0.03 -0.35 -0.49
C 7.238448 -1.353420 -2.837140 -2.03 0.47 1.64 -0.23
O 6.258618 -2.388810 -3.055560 0.67 -0.80 -1.72 -0.53
O 7.585628 -1.867100 -0.454670 0.88 -0.03 -1.32 -0.49
H 9.183818 -1.325910 -1.700710 -0.40 0.65 0.24 0.37
H 8.497688 -2.806800 -2.147720 -0.03 -0.56 0.47 0.26
H 7.624298 -0.910710 -3.755420 0.32 -1.00 -0.25 0.31
H 6.523118 -0.602630 -2.501380 0.90 0.98 0.73 0.24
H 5.951108 -2.816810 -2.253150 0.10 0.38 0.18 0.26
H 6.914158 -2.550000 -0.520930 -0.13 -0.08 0.42 0.30
C 2.986448 -12.334950 -0.492380 -1.56 1.65 0.52 -0.27
C 3.365648 -11.980430 -1.867770 2.71 1.08 0.48 -0.59
O 2.493008 -11.249230 -2.694090 -0.13 -0.41 -0.07 -0.47
O 2.080308 -13.414760 -0.586510 0.08 -0.73 0.90 -0.49
H 2.515458 -11.480180 -0.006960 -0.59 0.26 -0.04 0.25
H 3.859518 -12.404140 0.156520 0.13 -1.39 -0.26 0.32
H 3.842598 -12.908190 -2.183820 -0.48 -0.21 -1.41 0.30
H 4.217728 -11.313760 -1.735040 0.12 0.28 -0.33 0.32
H 1.625948 -11.642820 -2.816120 -0.02 -0.25 0.09 0.33
H 1.602108 -13.247440 -1.401940 -0.24 -0.29 0.12 0.29
```
Positions in Å, forces in eV/Å.

The HOMO energy comes out at -0.2331 Eh. The net charge is -1. Its HOMO-LUMO gap is 8.1595 eV. The energy above the lowest of the compared OMol25 structures with the same formula, charge and spin is 236.36 kJ/mol. The largest force on an atom is 9.43 eV/Å. Its electronic energy is -97988.3963 eV.

---

Entry 2:
The following is a quantum chemistry calculation of a cluster of 4 separate species, C3H14NO4 in total at a distorted geometry, from OMol25.

The geometry in XYZ format:
```
22
Properties=species:S:1:pos:R:3:forces:R:3:mulliken_charge:R:1
C 2.245342 -1.714890 0.432858 -0.71 -0.23 0.70 -0.56
C 1.685137 -0.356037 0.009563 0.08 -0.10 0.23 -0.58
C 0.167500 -0.210743 -0.105923 0.30 0.42 -0.36 -0.32
O -0.211691 1.123063 -0.057146 -0.19 -0.32 -0.26 -0.96
N 1.644705 -2.305198 1.664356 0.04 0.05 -0.25 -0.69
H 3.287620 -1.564885 0.672365 0.55 -0.11 -0.27 0.29
H 2.152542 -2.466223 -0.356910 0.13 0.13 -0.08 0.33
H 1.976770 0.413074 0.731784 0.22 -0.09 0.04 0.32
H 2.173786 -0.123057 -0.932981 0.01 0.35 -0.22 0.29
H -0.252244 -0.777531 0.734482 -0.40 -0.27 -0.03 0.18
H -0.136978 -0.678371 -1.063294 -0.24 -0.16 0.25 0.28
H 0.950297 -3.005379 1.431120 0.03 0.12 -0.12 0.27
H 1.127647 -1.576015 2.135161 -0.01 0.10 0.22 0.28
H 0.873016 3.430248 1.255526 -0.05 -0.30 0.14 0.26
H 0.323103 1.970641 1.115074 0.21 0.37 0.09 0.44
O 0.740577 2.633962 1.787116 -0.10 0.03 -0.18 -0.74
H -3.035340 1.532727 -0.319302 0.11 0.18 0.14 0.28
H -1.508181 1.436375 -0.701929 0.04 0.13 0.14 0.41
O -2.455115 1.722687 -1.063180 -0.13 -0.34 -0.03 -0.86
H -4.508986 0.263306 -2.990691 0.15 0.19 0.11 0.29
H -3.356031 0.461594 -1.940823 0.07 0.14 -0.34 0.47
O -3.883479 -0.209354 -2.437234 -0.11 -0.31 0.08 -0.68
```
Positions in Å, forces in eV/Å.

The HOMO energy comes out at -0.1639 Eh. The net charge is -1. Its HOMO-LUMO gap is 8.3357 eV. The energy above the lowest of the compared OMol25 structures with the same formula, charge and spin is 46.27 kJ/mol. The largest force on an atom is 1.02 eV/Å. Its electronic energy is -13019.4380 eV.

---

Entry 3:
The following is a quantum chemistry calculation of the ion C8H13BrNO4 with charge -1 at a distorted geometry, from OMol25.

The geometry in XYZ format:
```
27
Properties=species:S:1:pos:R:3:forces:R:3:mulliken_charge:R:1
C 2.009796 1.639703 1.136466 -0.16 -0.20 -0.13 -1.67
C 1.958089 0.196567 0.627110 0.47 0.33 -0.11 1.77
C 2.735139 -0.724881 1.570588 -0.36 0.16 -0.20 -1.74
C 2.526020 0.098990 -0.791388 -0.26 0.05 0.12 -1.67
O 0.613425 -0.294098 0.672141 -0.07 -0.16 0.11 -0.46
C -0.361799 0.280718 -0.097269 -0.16 -0.17 0.13 0.65
O -0.181764 1.198219 -0.865273 0.13 0.28 -0.19 -0.64
N -1.521483 -0.348959 0.141548 -0.01 -0.47 0.32 -0.06
C -2.764162 -0.170066 -0.494161 -0.82 -1.37 0.32 0.28
C -2.738124 -0.012891 -1.989356 -0.09 0.14 -0.10 -1.41
Br -3.693697 1.424600 0.283149 -0.14 0.18 0.04 -0.27
C -3.722563 -1.602833 0.001947 1.54 2.30 -0.86 0.61
O -3.151237 -2.182010 0.908921 0.33 -0.81 0.99 -0.72
O -4.722804 -1.756243 -0.655970 -0.97 -0.24 -0.50 -0.65
H 1.558588 1.694783 2.125287 0.00 0.02 0.12 0.38
H 3.041328 1.981348 1.193507 0.12 0.02 0.03 0.45
H 1.452873 2.287863 0.465367 0.01 0.05 -0.01 0.35
H 2.661389 -1.754056 1.228318 0.02 -0.11 -0.04 0.40
H 2.317295 -0.668990 2.572828 -0.02 0.01 0.12 0.40
H 3.781226 -0.430004 1.602185 0.11 0.03 -0.01 0.41
H 2.451908 -0.925868 -1.151079 0.03 -0.10 -0.03 0.37
H 1.958458 0.744863 -1.456553 0.08 -0.02 -0.03 0.36
H 3.569755 0.403343 -0.796442 0.16 0.00 0.03 0.46
H -1.570231 -1.092356 0.847719 -0.02 0.17 -0.22 0.32
H -2.293544 0.931246 -2.304153 0.01 -0.03 0.02 0.34
H -2.153341 -0.834120 -2.411694 -0.01 -0.03 0.00 0.35
H -3.760545 -0.084878 -2.363750 0.07 -0.04 0.07 0.39
```
Positions in Å, forces in eV/Å.

The HOMO energy comes out at -0.1701 Eh. The net charge is -1. Its HOMO-LUMO gap is 7.5303 eV. The energy above the lowest of the compared OMol25 structures with the same formula, charge and spin is 0.00 kJ/mol. The largest force on an atom is 2.90 eV/Å. Its electronic energy is -88232.8936 eV. The SMILES is CC(C)(C)OC(=O)N[C@](C)(Br)C(=O)[O-].

---

Entry 4:
The following is a quantum chemistry calculation of the ion C7H13N4 with charge +1 at a distorted geometry, from OMol25.

The geometry in XYZ format:
```
24
Properties=species:S:1:pos:R:3:forces:R:3:mulliken_charge:R:1
C -2.272758 0.427487 1.188844 -0.73 1.17 2.22 -0.26
N -2.190790 -0.382711 0.213976 0.80 -0.47 -1.15 0.58
C -3.344702 -0.917093 -0.573001 -0.27 1.96 -0.73 -0.89
N -1.067787 -1.013224 -0.230701 2.05 -0.71 -0.20 -0.91
C 0.159515 -0.524740 -0.092496 -1.97 3.27 -0.25 0.23
C 1.434454 -1.124023 -0.512981 0.01 -0.59 1.60 -0.36
C 2.441966 -0.108368 -0.078619 -0.47 1.19 -0.12 0.69
C 3.894428 -0.427589 -0.065741 -1.99 -0.97 2.39 -1.26
N 1.880158 0.976539 0.375202 0.89 -1.53 -1.14 -1.05
N 0.490632 0.775696 0.223251 0.05 -0.51 0.24 0.62
C -0.275319 2.003646 0.017129 -1.36 -2.03 1.03 -0.91
H -1.365016 0.720123 1.809001 -1.38 -0.65 -1.12 0.38
H -3.285849 0.828526 1.510886 1.39 -0.72 -0.61 0.29
H -3.978943 -1.330015 0.170135 -0.92 -0.66 0.11 0.37
H -3.832782 -0.094586 -1.154924 0.25 -0.35 0.98 0.33
H -3.005246 -1.574797 -1.363870 0.34 -0.44 0.63 0.33
H 1.450244 -1.221014 -1.563672 -0.05 -0.41 -1.37 0.34
H 1.576385 -2.077146 -0.028399 0.27 -0.52 -0.13 0.38
H 4.435159 0.357909 0.375022 0.97 0.99 0.15 0.36
H 4.340995 -0.945190 -0.859365 0.33 -0.03 -1.75 0.38
H 3.848180 -1.245875 0.676686 0.56 0.19 0.23 0.32
H -1.175030 1.700503 -0.555293 0.59 0.91 0.37 0.39
H -0.462391 2.481186 0.977747 -0.65 -0.13 0.16 0.32
H 0.304496 2.714767 -0.458820 1.29 1.04 -1.56 0.34
```
Positions in Å, forces in eV/Å.

The HOMO energy comes out at -0.4624 Eh. The net charge is +1. Its HOMO-LUMO gap is 8.2900 eV. The energy above the lowest of the compared OMol25 structures with the same formula, charge and spin is 405.98 kJ/mol. The largest force on an atom is 3.83 eV/Å. Its electronic energy is -13420.4853 eV. The SMILES is C=[N+](C)/N=C1/CC(C)=NN1C.